Entry 1:
An isolated molecule of C6H4BrClN2O, computed with the ωB97M-V functional and the def2-TZVPD basis.

## Properties
HOMO energy in eV: -8.96
SMILES string: ClC1=C(Br)Cn2ccnc2O1
LUMO in eV: 0.56
Strongest force on any atom in eV/A: 6.44

Structure (ORCA input):
```
! wB97M-V def2-TZVPD RIJCOSX def2/J DEFGRID3
* xyz 0 1
Cl -3.3866 1.4682 0.2169
C -1.9548 0.6785 -0.0793
C -1.8123 -0.6421 -0.0029
Br -3.0513 -1.9498 0.2852
C -0.1784 -1.2868 -0.6008
N 0.6037 -0.2177 -0.2950
C 1.8799 -0.2852 0.2137
C 2.1968 0.9557 0.7062
N 1.1634 1.8654 0.3985
C 0.2588 1.1502 -0.1589
O -1.0286 1.5665 -0.5078
H 0.0751 -2.1236 0.0031
H -0.3236 -1.4405 -1.7861
H 2.4554 -1.1031 0.3151
H 3.1026 1.3641 1.2922
*
```

Entry 2:
An isolated molecule of C6H4BrF3IN, computed with the ωB97M-V functional and the def2-TZVPD basis.

## Properties
HOMO energy in eV: -9.32
SMILES string: FC(F)(F)[C@H]1CC(I)=NC=C1Br
LUMO in eV: -0.47
Strongest force on any atom in eV/A: 2.88

Structure (ORCA input):
```
! wB97M-V def2-TZVPD RIJCOSX def2/J DEFGRID3
* xyz 0 1
F 1.7425 0.9102 1.1780
C 1.4008 -0.4206 1.1985
F 0.8951 -0.7087 2.4474
F 2.5493 -1.1666 1.1757
C 0.3120 -0.5779 0.1794
C -0.8915 0.3069 0.7243
C -1.8813 0.3423 -0.3801
I -3.8330 0.9031 0.3287
N -1.6377 0.3653 -1.6230
C -0.2836 0.2624 -2.0593
C 0.7156 -0.2283 -1.3104
Br 2.5430 0.0391 -1.7781
H 0.1878 -1.7234 0.3150
H -1.2655 -0.1281 1.6307
H -0.3535 1.2186 1.0535
H -0.2000 0.6058 -3.0806
*
```

Entry 3:
A structure of composition C6H4BrFeNO4, computed with the ωB97M-V functional and the def2-TZVPD basis.

## Properties
Expectation value of S²: 8.759
HOMO energy (alpha / beta) in eV: -21.04 / -21.01
LUMO (alpha / beta) in eV: -14.16 / -15.65
Strongest force on any atom in eV/A: 1.43

Structure (ORCA input):
```
! wB97M-V def2-TZVPD RIJCOSX def2/J DEFGRID3
* xyz 3 6
N 1.1132 1.9551 -0.4136
C 0.3750 0.8982 -0.8208
C -0.4031 -0.0116 -0.1404
C -0.6370 -0.1199 1.3449
C 0.6270 -0.3698 2.1243
O 1.6904 -0.6897 1.8221
Br 0.5403 -0.1426 4.1710
C -1.0391 -0.8069 -1.1768
O -1.5760 -1.9796 -1.1669
O -1.0509 -0.1920 -2.3151
C 0.2563 0.5610 -2.2933
O 0.9562 0.6226 -3.2202
H 2.1138 1.8231 -0.2731
H 0.7085 2.4268 0.3906
H -1.0945 0.7883 1.7474
H -1.2868 -0.9731 1.5624
Fe -1.2933 -3.7897 -1.3425
*
```

Entry 4:
A structure of composition C6H4Cl2F12MgO12S4, computed with the ωB97M-V functional and the def2-TZVPD basis.

## Properties
HOMO energy in eV: -4.04
LUMO in eV: 4.32
Strongest force on any atom in eV/A: 3.05

Structure (ORCA input):
```
! wB97M-V def2-TZVPD RIJCOSX def2/J DEFGRID3
* xyz -2 1
Mg 0.4259 -0.0551 0.0456
C -3.2797 -2.0801 1.3500
F -3.2791 -3.0327 0.4355
F -4.5209 -1.9729 1.8263
F -2.5000 -2.3800 2.3658
S -2.8699 -0.3754 0.5689
O -1.4276 -0.4956 0.2128
O -3.7417 -0.2787 -0.5918
O -3.0847 0.6056 1.6028
C 0.3464 3.7273 -2.3756
F 1.5430 3.1442 -2.5078
F 0.4736 4.7258 -1.5130
F -0.0645 4.1880 -3.5533
S -0.9415 2.4928 -1.6286
O -0.1510 1.3601 -1.0549
O -1.6933 3.2215 -0.6252
O -1.6935 2.0434 -2.7758
C 1.6759 2.2965 3.6738
F 2.9907 2.4221 3.3702
F 1.5599 1.0903 4.2379
F 1.4214 3.2830 4.5305
S 0.5551 2.4587 2.1503
O 1.1837 3.5531 1.4327
O 0.6000 1.1396 1.5068
O -0.7327 2.8449 2.7010
C 3.7245 -1.0631 1.8556
F 4.7713 -0.3844 1.4168
F 4.1555 -2.2425 2.3111
F 3.1115 -0.3940 2.8038
S 2.5310 -1.4020 0.4359
O 3.1332 -2.4048 -0.4109
O 1.1648 -1.6562 0.9022
O 2.3376 -0.0850 -0.2350
Cl -2.9274 -2.2800 -3.0871
C -1.6072 -3.4715 -2.9768
C -0.2465 -2.8544 -3.2066
Cl 0.1373 -1.6554 -1.9604
H -1.7285 -4.1947 -3.7852
H -1.6754 -3.9249 -1.9918
H -0.2659 -2.3628 -4.1821
H 0.5887 -3.5505 -3.2743
*
```

Entry 5:
A structure of composition C6H4Cl2N2O3PmSc, computed with the ωB97M-V functional and the def2-TZVPD basis.

## Properties
Expectation value of S²: 6.007
HOMO energy (alpha / beta) in eV: -23.04 / -23.04
LUMO (alpha / beta) in eV: -16.89 / -16.89
Strongest force on any atom in eV/A: 11.01

Structure (ORCA input):
```
! wB97M-V def2-TZVPD RIJCOSX def2/J DEFGRID3
* xyz 4 5
Pm 0.6465 -0.1506 -5.4398
Sc -0.0924 0.7080 -1.0460
Cl -0.6474 1.8220 -4.7426
Cl 1.5423 0.0262 -2.6111
C -0.4207 -0.6646 0.4277
C 0.0517 1.2234 -7.7273
C 0.6655 -1.3527 -7.7591
O -0.4868 -1.1216 1.5008
O -0.3226 1.6999 -8.7404
O 0.4154 -1.2872 -8.8780
N 1.3282 1.4231 1.4163
C 1.3082 2.1526 2.5603
C 0.5598 3.2723 2.3372
C 0.0333 3.2463 0.9901
N 0.5396 2.0406 0.4392
H 1.5838 0.4322 1.3400
H 1.8525 1.8549 3.3720
H 0.3514 4.0473 3.0649
H -0.7272 3.8547 0.4484
*
```

Entry 6:
A cluster of 2 separate species, C6H4Cl2NO in total, computed with the ωB97M-V functional and the def2-TZVPD basis.

## Properties
HOMO energy (alpha / beta) in eV: -3.01 / -3.68
LUMO (alpha / beta) in eV: 3.53 / 3.65
Strongest force on any atom in eV/A: 4.13

Structure (ORCA input):
```
! wB97M-V def2-TZVPD RIJCOSX def2/J DEFGRID3
* xyz -1 1
C -1.5792 0.9210 -0.1322
C -2.0024 -0.2300 0.5013
C -0.2420 1.0460 -0.5948
C -1.2001 -1.3449 0.5148
C 0.6429 -0.0265 -0.4105
C 0.1084 -1.2232 0.0952
N 3.1259 0.2074 0.0740
O 3.6667 -0.0048 -0.9718
Cl 1.0086 -2.7312 0.0598
Cl 3.2887 1.9974 0.6169
H -2.2646 1.7588 -0.1463
H -2.9753 -0.1513 0.7174
H 0.0591 2.0162 -1.0020
H -1.6367 -2.2348 0.6781
*
```

- What is the strongest force on any atom in the fourth record?
  3.05 eV/A